P | Here is C32H35AsCsN7O4S4Sb as an isolated structure from the Open Molecules 2025 dataset. Energies are from ωB97M-V/def2-TZVPD.

Structure (ORCA input):
```
! RIJCOSX wB97M-V def2-TZVPD def2/J DEFGRID3
* xyz -2 2
Cs -0.1877 0.4040 -0.1860
O -8.1661 0.7796 2.0283
C -7.5514 1.8878 2.5410
O -8.2566 2.8055 2.8939
C -6.0915 1.8747 2.6003
C -5.2899 0.7396 2.3611
C -3.9242 0.8066 2.4292
C -3.2462 2.0132 2.7441
C -4.0623 3.1550 2.9812
C -5.4296 3.0757 2.9114
N -1.9002 1.9882 2.7826
C -1.1922 2.9033 3.4139
C 0.2284 2.9431 3.3817
C 0.9306 3.9056 4.1546
C 2.3010 3.9507 4.1133
C 2.9914 3.0375 3.3068
C 2.2325 2.1224 2.5860
N 0.9116 2.0563 2.6096
H -7.4955 0.1639 1.7159
H -5.7340 -0.2261 2.1349
H -3.3191 -0.0756 2.2553
H -3.5952 4.1099 3.1888
H -6.0462 3.9493 3.0818
H -1.6707 3.6551 4.0529
H 0.3725 4.6024 4.7693
H 2.8456 4.6870 4.6942
H 4.0710 3.0423 3.2333
H 2.7265 1.4017 1.9365
S -0.6161 -5.0066 -2.8111
Sb -1.1558 -2.9135 -1.5138
S -2.8621 -3.6359 -0.1771
S 0.5860 -4.6878 -1.1396
O 3.1124 1.1234 -0.7878
S 2.8418 -0.1149 -1.5418
C 4.1037 -0.1994 -2.8468
C 5.1131 0.7450 -2.8492
C 6.0950 0.6882 -3.8264
C 6.0546 -0.3044 -4.7963
C 5.0238 -1.2358 -4.7960
C 4.0380 -1.1818 -3.8243
C 3.6758 -1.4414 -0.6160
C 4.5456 -1.0774 0.3998
C 5.2215 -2.0639 1.1017
C 5.0228 -3.4029 0.7831
C 4.1326 -3.7554 -0.2231
C 3.4476 -2.7731 -0.9222
H 5.1109 1.5158 -2.0875
H 6.8880 1.4251 -3.8423
H 6.8175 -0.3473 -5.5636
H 4.9807 -2.0004 -5.5612
H 3.2245 -1.8985 -3.8242
H 4.6681 -0.0247 0.6274
H 5.8981 -1.7874 1.9006
H 5.5532 -4.1725 1.3311
H 3.9409 -4.7961 -0.4537
H 2.7166 -3.0594 -1.6698
C -0.0212 -4.7276 2.8791
N -0.3121 -3.5953 2.0369
C 0.6061 -2.7357 1.5823
N 1.8638 -2.8131 2.1412
O 0.3349 -1.8498 0.7523
H -0.9479 -5.2719 3.0414
H 0.3746 -4.4062 3.8462
H 0.6951 -5.4140 2.4106
H -1.1876 -3.6074 1.5009
H 2.1856 -3.7259 2.4192
H 2.5511 -2.2663 1.6448
C -3.8238 -0.9864 -3.8224
As -2.7479 0.1044 -2.5669
C -4.0153 -0.0645 -1.0790
C -3.4036 1.8394 -3.1942
H -4.8759 -0.7020 -3.7572
H -3.7367 -2.0483 -3.5863
H -3.4789 -0.8329 -4.8457
H -5.0276 0.1352 -1.4388
H -3.7727 0.6536 -0.2953
H -3.9849 -1.0710 -0.6593
H -4.4818 1.8200 -3.3635
H -2.9015 2.1268 -4.1182
H -3.1734 2.5956 -2.4440
N -0.8966 4.9958 -5.7012
C -0.3901 4.3129 -4.9038
N 0.2726 3.5972 -4.0501
C -0.0765 2.6987 -3.2081
N -0.2589 1.8624 -2.4064
*
```

Results
LUMO (alpha / beta) in eV: 3.281 / 3.277
M in Da: 1039.532
Highest occupied orbital energy (alpha / beta) in eV: -0.80 / -2.93
Frontier orbital gap (alpha / beta) in eV: 4.1 / 6.2

Löwdin atomic charge list, values in e, 5 entries: Cs 0.9723; O 0.0794; C -0.5067; O 0.0611; C -0.1744


Q | Here is C32H35AsCsN7O4S4Sb as an isolated structure from the Open Molecules 2025 dataset. Energies are from ωB97M-V/def2-TZVPD.

Structure (ORCA input):
```
! RIJCOSX wB97M-V def2-TZVPD def2/J DEFGRID3
* xyz -2 2
Cs -1.0432 -1.3329 0.4786
O 4.4311 -6.3870 4.8448
C 4.5101 -5.5782 3.7384
O 5.3771 -5.8120 2.9312
C 3.5209 -4.5015 3.6375
C 3.4020 -3.8028 2.4186
C 2.4983 -2.7880 2.2623
C 1.6281 -2.3805 3.3147
C 1.7787 -3.0721 4.5526
C 2.6889 -4.0924 4.6907
N 0.7704 -1.3679 3.0755
C -0.1928 -1.0666 3.9461
C -1.0430 0.0701 3.7679
C -2.1359 0.2909 4.6315
C -2.9661 1.3650 4.4218
C -2.7100 2.2305 3.3580
C -1.6104 1.9611 2.5624
N -0.7960 0.9222 2.7455
H 3.6304 -6.1659 5.3310
H 4.0447 -4.0992 1.5988
H 2.4094 -2.2677 1.3146
H 1.1934 -2.7726 5.4104
H 2.7730 -4.5465 5.6756
H -0.4227 -1.7041 4.7993
H -2.3214 -0.4134 5.4335
H -3.8342 1.5337 5.0477
H -3.3724 3.0579 3.1460
H -1.3520 2.6004 1.7244
S -0.4457 -3.8109 -5.6847
Sb -1.2764 -2.7000 -3.6132
S -0.0700 -1.7347 -5.5225
S -3.4761 -2.1983 -3.7890
O -0.6390 0.0843 -2.1733
S -0.7031 1.5886 -2.2817
C -1.1684 1.9543 -3.9758
C -1.9588 1.0751 -4.6991
C -2.2646 1.3800 -6.0175
C -1.7938 2.5519 -6.5935
C -1.0002 3.4247 -5.8593
C -0.6764 3.1201 -4.5453
C -2.2308 2.0680 -1.4881
C -3.3139 1.1958 -1.4998
C -4.4735 1.5662 -0.8395
C -4.5426 2.7875 -0.1765
C -3.4518 3.6478 -0.1789
C -2.2792 3.2880 -0.8323
H -2.3242 0.1525 -4.2614
H -2.8601 0.6813 -6.5900
H -2.0336 2.7796 -7.6249
H -0.6228 4.3331 -6.3120
H -0.0442 3.7819 -3.9642
H -3.2431 0.2336 -1.9981
H -5.3141 0.8863 -0.8061
H -5.4360 3.0474 0.3773
H -3.4973 4.5824 0.3666
H -1.3946 3.9104 -0.7897
C 2.9698 0.7924 1.8188
N 1.7395 1.4145 1.3863
C 1.6714 2.3960 0.4680
N 2.8625 2.6787 -0.2023
O 0.6575 3.0488 0.2335
H 2.7358 0.1584 2.6691
H 3.7130 1.5366 2.1199
H 3.4068 0.1518 1.0474
H 0.8698 1.1911 1.8946
H 3.5023 1.9088 -0.3222
H 2.6913 3.2050 -1.0442
C 4.3637 -1.0447 -1.1964
As 2.4405 -1.1554 -1.6562
C 2.6276 -2.7711 -2.7522
C 2.5073 0.1300 -3.1360
H 4.9749 -1.3295 -2.0544
H 4.5947 -1.7011 -0.3577
H 4.6272 -0.0234 -0.9124
H 3.5185 -2.7019 -3.3783
H 1.7586 -2.8855 -3.3987
H 2.7071 -3.6444 -2.1047
H 3.4149 -0.0072 -3.7260
H 2.4677 1.1477 -2.7453
H 1.6371 -0.0431 -3.7688
N -6.1755 2.6500 3.2753
C -6.0106 1.6386 2.7220
N -5.9507 0.5071 2.0651
C -4.8160 -0.1159 1.8974
N -3.8290 -0.6896 1.6720
*
```

Results
LUMO (alpha / beta) in eV: 3.466 / 3.460
M in Da: 1039.532
Highest occupied orbital energy (alpha / beta) in eV: -1.31 / -2.97
Frontier orbital gap (alpha / beta) in eV: 4.8 / 6.4

Löwdin atomic charge list, values in e, 5 entries: Cs 0.7614; O 0.0704; C -0.5021; O 0.0725; C -0.1788


Among the structures above, stability is greatest for Q.